Record 1
{"formula": "C2H3BrO", "method": "wB97M-V/def2-TZVPD", "symbols": ["C", "C", "O", "Br", "H", "H", "H"], "coordinates": [[-2.86471, 1.06211, -0.05918], [0.18882, 0.01451, -0.04081], [-3.08534, 2.12570, -0.49250], [-3.97739, -0.49318, 0.13094], [-0.29395, -0.87963, -0.54375], [0.33836, -0.06769, 1.12214], [0.50093, 1.08677, -0.40611]], "atomic_forces_ev_per_a": [[0.6752, 2.1829, -0.6575], [0.2471, 1.0936, 2.0905], [0.1078, -1.6621, 0.6303], [-0.5844, -0.5873, 0.0335], [0.8318, 1.7169, 0.2965], [-0.3710, -0.0489, -2.4954], [-0.9064, -2.6952, 0.1020]], "e_above_lowest_ev": 3.973, "energy_ev": -74208.43963, "lumo_energy_ev": [-0.011, -1.374], "homo_ev": [-9.05, -9.00]}

***

Record 2
{"formula": "C22H38BN3O12S", "method": "wB97M-V/def2-TZVPD", "symbols": ["C", "C", "C", "C", "C", "C", "C", "N", "C", "O", "B", "O", "O", "C", "N", "S", "N", "C", "H", "H", "H", "H", "H", "H", "H", "H", "H", "H", "H", "H", "H", "H", "C", "C", "O", "C", "O", "O", "C", "H", "H", "H", "H", "H", "H", "H", "H", "C", "C", "O", "C", "O", "O", "C", "H", "H", "H", "H", "H", "H", "H", "H", "C", "C", "O", "C", "O", "O", "C", "H", "H", "H", "H", "H", "H", "H", "H"], "coordinates": [[3.37896, -3.81761, -0.29672], [2.45778, -2.63187, -0.96205], [3.10819, -1.12703, -0.88558], [2.22239, 0.01645, -1.72012], [0.63689, -0.45547, -1.90314], [0.21874, -1.37982, -3.20377], [-1.31130, -1.92780, -3.44345], [-1.57963, -2.76239, -4.67634], [-2.47192, -1.52112, -2.31237], [-3.83570, -2.02075, -2.54639], [-4.36067, -2.78508, -1.39785], [-5.85376, -2.81013, -1.22118], [-3.56876, -3.48974, -0.37048], [-1.97656, -0.56518, -1.07574], [-2.83445, -0.02461, 0.04814], [-1.93622, 0.96121, 1.17719], [-0.31243, 0.86918, 0.48147], [-0.44976, 0.02454, -0.77331], [2.80413, -4.84950, -0.45806], [4.44331, -3.91321, -0.80193], [3.47557, -3.71199, 0.88805], [2.33911, -2.89173, -2.11625], [1.38788, -2.71673, -0.44684], [4.17108, -1.15867, -1.41288], [3.14998, -0.76730, 0.22885], [2.23690, 0.99718, -1.05249], [2.71803, 0.29004, -2.74942], [1.11142, -1.64752, -3.94989], [-2.20932, -3.56060, -4.39265], [-0.66516, -3.21027, -4.96217], [-6.02702, -1.93702, -0.73034], [-3.75164, -3.02592, 0.51420], [-2.77017, 5.02780, 6.95226], [-3.48196, 4.34819, 5.79650], [-3.08572, 4.93006, 4.54796], [-1.90444, 4.49298, 4.04675], [-1.17042, 3.65900, 4.55541], [-1.66639, 5.15956, 2.88884], [-0.41588, 4.83950, 2.28383], [-2.91749, 6.11200, 6.91232], [-3.14216, 4.65382, 7.91044], [-1.69074, 4.85230, 6.90872], [-4.56205, 4.50479, 5.89125], [-3.31243, 3.26564, 5.79718], [-0.30477, 3.75855, 2.14955], [0.40422, 5.24088, 2.88692], [-0.38494, 5.31217, 1.29819], [-4.37844, 0.70293, -5.39007], [-2.92068, 0.45550, -5.73360], [-2.62605, 0.93009, -7.05360], [-2.40067, 2.26258, -7.16022], [-2.42052, 3.07212, -6.24518], [-2.16932, 2.54682, -8.46692], [-1.97795, 3.93442, -8.73187], [-5.03324, 0.28091, -6.15944], [-4.63056, 0.25532, -4.42445], [-4.59576, 1.77449, -5.34117], [-2.72405, -0.62219, -5.73237], [-2.24870, 0.90611, -4.99466], [-1.19864, 4.35757, -8.08965], [-2.92153, 4.47298, -8.60151], [-1.65924, 4.04036, -9.77256], [6.70004, -3.88109, 6.63805], [6.96776, -3.16670, 5.32570], [5.84214, -3.28806, 4.44667], [4.82128, -2.42719, 4.67999], [4.78491, -1.57221, 5.55219], [3.83393, -2.69390, 3.78794], [2.66524, -1.89660, 3.96322], [6.39927, -4.91842, 6.45840], [7.59135, -3.87436, 7.27197], [5.88224, -3.40403, 7.18714], [7.81744, -3.63900, 4.82066], [7.23146, -2.11500, 5.48395], [2.91068, -0.82963, 3.97634], [2.15016, -2.18656, 4.88408], [1.99674, -2.08403, 3.11834]], "atomic_forces_ev_per_a": [[-0.4629, -0.4812, 0.2701], [0.2378, -0.5179, -0.3081], [-0.4190, -0.2233, -0.4407], [-0.8394, -0.0206, 0.6198], [-1.0652, -0.8721, -1.6652], [-1.3968, 2.0355, 3.6713], [-0.0183, 1.7240, 3.1771], [0.9120, -0.0187, 3.1501], [4.1781, 0.0264, -1.9555], [2.2101, -0.4497, 3.4116], [-1.2098, -0.0526, 1.1287], [3.2530, 2.1090, 0.5065], [-1.4578, 2.9244, -1.0015], [-0.0907, 1.9459, 2.8049], [3.2975, -0.7703, -2.2816], [1.7851, -2.9666, -4.8235], [-2.9894, -3.1916, -4.0822], [-1.3285, -0.8932, -0.5223], [1.2943, 2.2076, 0.2305], [-2.1873, 0.3183, 1.1380], [-0.0159, 0.0013, -2.6502], [0.0719, 0.4870, 2.4573], [2.2757, 0.4969, -1.2329], [-2.1114, 0.0685, 1.4943], [0.2294, -0.7930, -2.1632], [-0.2222, -2.0351, -1.5540], [-1.1665, -0.7718, 1.9505], [-2.3508, 0.6330, 1.7718], [0.6829, 1.2712, -0.4471], [-1.3467, 0.8338, 0.4409], [0.0115, -1.7698, -1.1981], [0.2355, -1.2073, -1.8510], [0.3202, 0.1067, -0.0042], [-0.1436, -0.1450, 0.6581], [0.7939, -0.4073, -0.6883], [0.2983, -0.1575, 0.3347], [-1.0623, 1.0987, -0.7856], [-0.4142, -0.5417, 0.9282], [0.4798, -0.0984, -0.3255], [-0.1413, -0.1632, 0.0226], [0.0075, 0.0359, -0.1290], [-0.1755, -0.1048, 0.0048], [0.2183, 0.1080, -0.3311], [0.1571, 0.2295, -0.1321], [0.0335, 0.2079, 0.1725], [-0.0955, -0.2238, -0.0344], [-0.2745, 0.0169, 0.2699], [-0.1620, 0.2959, -0.0707], [-0.3187, -0.3369, 0.6746], [0.4968, 1.1368, -0.3646], [-0.2602, 0.1220, 0.5274], [0.1149, -1.1040, -1.3524], [-0.0730, -0.3446, 0.9313], [0.1095, 0.4921, -0.1552], [0.1347, -0.1015, 0.1274], [0.0737, -0.0061, -0.1107], [0.1153, -0.1208, 0.0782], [0.0768, 0.2661, -0.3052], [-0.1098, 0.1075, -0.2437], [-0.2751, -0.0857, -0.0033], [0.2050, -0.0178, 0.1273], [-0.1081, -0.3184, 0.1802], [-0.2977, -0.0094, 0.1589], [0.4806, -0.0558, 0.4890], [-0.8072, 0.7487, -0.1465], [0.0203, 0.2331, 0.5347], [0.0524, -1.2060, -1.3260], [0.9347, 0.1350, 0.5500], [-0.4947, 0.3301, -0.0034], [0.1829, 0.1039, -0.0449], [-0.0801, 0.0005, -0.1069], [0.1813, 0.0472, -0.0838], [-0.3710, 0.0418, -0.1699], [-0.2755, -0.1393, -0.0451], [0.0007, -0.2425, 0.1530], [0.1373, 0.1864, -0.0723], [0.3183, -0.1684, 0.0661]], "energy_ev": -63974.47106, "lumo_energy_ev": -1.662, "homo_ev": -8.15}

***

What is the formula in the second record?
C22H38BN3O12S